No. 1
114
Properties=species:S:1:pos:R:3 method="wB97M-V/def2-TZVPD" total_charge=+1 e_homo_ev=-11.24 e_tot_ha=-5279.113343 lumo_ev=-5.1
C -3.0252 5.8424 1.8440
C -1.9749 5.3063 0.6575
O -1.3703 6.5267 0.0305
C -0.8446 4.4125 1.4368
O 0.0161 3.5920 0.5740
C -0.7522 2.6805 -0.2898
C -2.0514 1.9040 0.4247
C -2.8746 0.8931 -0.6246
C -2.2479 0.7951 -2.1729
N -1.0205 1.6185 -2.4685
C -0.4788 1.4326 -3.9066
C -0.1900 -0.1749 -4.1452
C 0.6596 -0.8935 -2.9296
O 1.4542 -0.1664 -2.0958
N 0.6690 -2.4015 -2.6708
C -0.6644 -2.8976 -2.1571
C -0.8739 -3.3629 -0.5701
C -2.3069 -3.9560 0.0275
C -3.6512 -4.0765 -0.9560
C -3.4131 -3.6122 -2.5308
C -1.9907 -3.0590 -3.1290
N -0.3118 2.4895 -1.7011
H -3.9825 6.3479 1.3940
H -2.5214 6.5838 2.5981
H -3.3674 4.8809 2.4627
H -2.6423 4.7207 -0.1039
H -2.1279 7.2072 0.0650
H -0.1210 5.1936 1.9769
H -1.3459 3.8081 2.3349
H -2.3679 2.0528 1.5410
H -3.8370 0.2862 -0.2961
H -2.7613 0.0968 -2.9912
H -1.2697 1.7995 -4.6895
H 0.5715 1.9761 -4.0081
H 0.4930 -0.2317 -5.1228
H -1.1891 -0.7176 -4.4245
H 1.3622 -2.5809 -1.9013
H 0.0557 -3.2958 0.1591
H -2.3386 -4.2829 1.1652
H -4.6946 -4.4583 -0.5691
H -4.3599 -3.7030 -3.2356
H -1.8908 -2.7752 -4.2645
C -6.8059 -1.3496 4.1821
C -6.3565 0.1172 4.0947
C -7.1388 0.9716 3.1045
F -7.0323 0.5202 1.8335
F -6.6637 2.2464 3.0927
F -5.0210 0.1611 3.8429
F -6.5145 0.6621 5.3431
O -6.0431 -2.2889 3.4181
C -6.4173 -2.4078 2.0470
C -5.3118 -1.9511 1.0873
F -4.9563 -0.6600 1.3059
F -5.7245 -2.0242 -0.2060
F -7.5904 -1.7603 1.8474
F -6.6819 -3.7271 1.8483
H -6.6500 -1.6589 5.2219
H -7.8837 -1.4687 4.0215
H -8.1997 1.0184 3.3692
H -4.4165 -2.5685 1.1986
C 0.6384 -6.6829 -0.1244
C 0.2636 -7.0573 1.3180
C 1.3864 -6.8983 2.3361
F 2.4517 -7.6854 2.0597
F 0.9622 -7.2606 3.5769
F -0.2476 -8.3172 1.3342
F -0.7684 -6.2358 1.6925
O 0.9989 -7.7688 -0.9838
C 2.3579 -8.1923 -0.8951
C 2.5011 -9.6232 -0.3624
F 1.9466 -9.7605 0.8684
F 3.8095 -9.9709 -0.2373
F 3.0606 -7.2871 -0.1725
F 2.8512 -8.1219 -2.1608
H -0.2675 -6.2678 -0.5808
H 1.3657 -5.8642 -0.1700
H 1.7272 -5.8600 2.3952
H 2.0164 -10.3403 -1.0301
C 4.3478 1.2366 1.1377
C 3.2462 0.6659 2.0443
C 2.0564 1.5909 2.2707
F 2.4085 2.7501 2.8732
F 1.1424 1.0033 3.0894
F 3.7980 0.2682 3.2217
F 2.7859 -0.4794 1.4472
O 5.4706 1.8230 1.8033
C 5.3009 3.1807 2.2059
C 5.3280 3.3570 3.7291
F 4.3625 2.6238 4.3384
F 5.1060 4.6525 4.0765
F 4.1762 3.6771 1.6369
F 6.3345 3.8651 1.6460
H 4.7722 0.3848 0.5940
H 3.9490 1.8892 0.3526
H 1.5506 1.8278 1.3295
H 6.2925 3.0500 4.1420
C 4.6838 5.3457 -1.8572
C 4.9019 6.1583 -3.1430
C 3.7330 6.1411 -4.1206
F 3.4473 4.8955 -4.5649
F 4.0233 6.8783 -5.2266
F 6.0544 5.7512 -3.7387
F 5.1208 7.4583 -2.7659
O 5.2409 4.0277 -1.8427
C 4.4342 3.0173 -2.4448
C 5.0809 2.4061 -3.6938
F 5.3372 3.3451 -4.6392
F 4.2599 1.4899 -4.2724
F 3.1973 3.5165 -2.6812
F 4.2727 2.0572 -1.4948
H 5.2228 5.8743 -1.0627
H 3.6382 5.3532 -1.5282
H 2.8301 6.5652 -3.6703
H 6.0251 1.9144 -3.4455

***

No. 2
80
Properties=species:S:1:pos:R:3 method="wB97M-V/def2-TZVPD" total_charge=+1 e_homo_ev="-9.39 / -9.50" e_tot_ha=-3768.112315 spin_multiplicity=5 e_above_lowest_kcal_mol=0.00 lumo_ev="-3.3 / -3.5"
Fe 0.1993 0.0385 -0.2120
N -1.4273 -1.5295 3.3810
C -0.8624 -0.9407 4.5457
C -0.8665 -1.6241 5.7482
C -0.2819 -1.0427 6.8650
C 0.3386 0.1924 6.7655
C 0.3691 0.8594 5.5477
C -0.2594 0.3027 4.4465
S -0.3619 1.1572 2.9077
N -0.3757 -0.1588 1.8124
C -0.9401 -1.2670 2.1445
C -1.0293 -2.3267 1.0930
C -1.3206 -3.6483 1.3593
C -1.3606 -4.5522 0.3029
C -1.1039 -4.1056 -0.9779
C -0.7975 -2.7637 -1.1551
N -0.7632 -1.9007 -0.1470
H -1.8868 -2.4137 3.5212
H -1.3272 -2.6032 5.8149
H -0.3007 -1.5670 7.8105
H 0.8068 0.6373 7.6325
H 0.8668 1.8163 5.4553
H -1.4859 -4.0084 2.3656
H -1.5805 -5.5945 0.4898
H -1.1196 -4.7766 -1.8243
H -0.5589 -2.3619 -2.1317
O -1.2207 1.0448 -1.1869
S -1.7458 2.2801 -0.4166
C -2.3741 3.3509 -1.6738
C -2.9814 2.8381 -2.8111
C -3.4526 3.7230 -3.7626
C -3.3201 5.0963 -3.5662
C -2.7058 5.5920 -2.4267
C -2.2159 4.7130 -1.4689
C -3.2300 1.7126 0.3782
C -3.7510 2.4948 1.3986
C -4.8935 2.0629 2.0527
C -5.4838 0.8565 1.6954
C -4.9378 0.0776 0.6824
C -3.7995 0.5038 0.0129
H -3.0632 1.7674 -2.9492
H -3.9235 3.3473 -4.6608
H -3.6925 5.7826 -4.3150
H -2.5923 6.6581 -2.2866
H -1.7082 5.0829 -0.5863
H -3.2704 3.4240 1.6820
H -5.3171 2.6625 2.8468
H -6.3735 0.5215 2.2119
H -5.4028 -0.8599 0.4070
H -3.3524 -0.0878 -0.7762
C 2.8115 -2.6912 0.7224
C 3.7970 -1.5529 1.0023
C 3.2913 -0.6445 2.1267
C 4.1867 -0.7879 -0.2467
C 5.5138 -0.7811 -0.6568
C 5.9227 -0.0769 -1.7758
C 4.9856 0.6341 -2.5037
C 3.6458 0.6555 -2.1382
C 2.6454 1.4309 -2.9761
C 1.9739 2.5842 -2.2255
C 1.6223 0.5131 -3.6525
C 3.2470 -0.0599 -0.9966
O 1.9677 -0.0196 -0.6082
H 2.6628 -3.2921 1.6242
H 3.1840 -3.3470 -0.0664
H 1.8456 -2.3007 0.4017
H 4.7178 -2.0217 1.3619
H 2.3697 -0.1342 1.8404
H 4.0312 0.1193 2.3708
H 3.0997 -1.2290 3.0304
H 6.2426 -1.3379 -0.0779
H 6.9623 -0.0804 -2.0760
H 5.2966 1.1878 -3.3834
H 3.2238 1.8897 -3.7841
H 1.3903 2.2234 -1.3762
H 1.3085 3.1371 -2.8942
H 2.7192 3.2777 -1.8337
H 0.9160 0.0869 -2.9399
H 2.1304 -0.3079 -4.1600
H 1.0441 1.0688 -4.3962